{
  "formula": "C6H11ClO4S",
  "method": "ωB97M-V/def2-TZVPD",
  "largest_force_ev_per_a": 5.8,
  "homo_energy_ev": -8.69,
  "smiles": "O=[S@@](O)(Cl)=C1CC1.CCC(=O)O",
  "multiplicity": 1,
  "symbols": ["C", "C", "C", "C", "C", "C", "O", "O", "O", "O", "S", "Cl", "H", "H", "H", "H", "H", "H", "H", "H", "H", "H", "H"],
  "coordinates": [[-1.596, 2.366, 0.795], [-1.766, 2.321, -0.679], [-1.222, 1.161, 0.048], [3.558, -0.686, 0.157], [2.454, -1.665, -0.386], [1.068, -1.234, -0.111], [-1.834, -1.038, 1.173], [-2.382, -0.931, -1.223], [0.871, -0.925, 1.226], [0.179, -1.384, -0.910], [-2.305, -0.145, 0.115], [-4.348, 0.074, 0.121], [-0.798, 2.938, 1.215], [-2.491, 2.474, 1.303], [-2.851, 2.131, -0.948], [-1.117, 2.907, -1.336], [3.822, -0.109, -0.708], [4.367, -1.137, 0.484], [2.994, -0.173, 0.887], [2.509, -2.013, -1.413], [2.374, -2.629, 0.177], [-0.007, -1.013, 1.539], [-1.481, -1.289, -1.526]]
}



{
  "formula": "C6H11ClSi",
  "method": "ωB97M-V/def2-TZVPD",
  "largest_force_ev_per_a": 4.4,
  "homo_energy_ev": -8.47,
  "multiplicity": 1,
  "symbols": ["C", "C", "C", "C", "C", "C", "Si", "Cl", "H", "H", "H", "H", "H", "H", "H", "H", "H", "H", "H"],
  "coordinates": [[-0.472, 2.859, -0.088], [2.091, 0.053, 1.209], [-1.212, 1.802, -0.335], [1.112, -0.401, 0.439], [1.523, -0.820, -0.954], [-1.915, -1.654, 0.497], [-0.713, -0.236, 0.933], [-1.134, 0.508, 2.827], [-0.456, 3.847, -0.567], [0.304, 2.609, 0.668], [1.845, 0.561, 2.080], [3.021, -0.098, 0.772], [-2.075, 1.461, -0.957], [1.415, -1.970, -1.049], [2.635, -0.840, -1.053], [0.938, -0.334, -1.864], [-1.790, -2.770, 0.619], [-2.970, -1.293, 0.922], [-2.049, -1.579, -0.629]]
}



{
  "formula": "C6H11F",
  "method": "ωB97M-V/def2-TZVPD",
  "largest_force_ev_per_a": 4.7,
  "homo_energy_ev": -10.61,
  "multiplicity": 1,
  "symbols": ["C", "C", "C", "C", "C", "C", "F", "H", "H", "H", "H", "H", "H", "H", "H", "H", "H", "H"],
  "coordinates": [[-2.318, 0.258, -1.108], [-1.013, 0.114, -0.958], [2.029, 0.798, -0.670], [-0.740, -1.106, 1.237], [1.080, 0.314, 0.468], [-0.116, -0.530, 0.020], [0.622, -2.062, -0.620], [-2.821, 0.839, -1.804], [-2.975, -0.313, -0.422], [-0.580, 0.582, -1.816], [1.988, -0.028, -1.342], [2.957, 1.026, -0.170], [1.735, 1.655, -1.058], [-0.152, -1.853, 1.776], [-1.573, -1.704, 0.876], [-0.958, -0.197, 2.006], [0.843, 1.296, 0.828], [1.735, -0.319, 1.075]]
}



{
  "formula": "C6H11F2N",
  "method": "ωB97M-V/def2-TZVPD",
  "largest_force_ev_per_a": 3.0,
  "homo_energy_ev": -9.55,
  "smiles": "[H]/N=C(/C)[C@@H](C)C(C)(F)F",
  "multiplicity": 1,
  "symbols": ["C", "C", "C", "C", "C", "C", "N", "F", "F", "H", "H", "H", "H", "H", "H", "H", "H", "H", "H", "H"],
  "coordinates": [[-0.649, 0.922, -0.900], [-1.753, 0.423, -1.802], [1.376, -0.583, -0.963], [0.546, -1.021, 2.317], [0.072, -0.239, -0.203], [0.263, -0.009, 1.236], [-0.389, 2.145, -0.742], [-0.921, 0.627, 1.723], [1.244, 0.967, 1.381], [-2.602, -0.041, -1.255], [-2.353, 1.294, -2.238], [-1.170, -0.090, -2.594], [1.163, -0.249, -2.024], [1.580, -1.642, -0.946], [2.261, -0.027, -0.508], [0.260, -0.473, 3.212], [-0.271, -1.848, 2.319], [1.638, -1.416, 2.199], [-0.676, -1.009, -0.264], [0.379, 2.270, 0.052]]
}



{
  "formula": "C6H11FN4O2",
  "method": "ωB97M-V/def2-TZVPD",
  "largest_force_ev_per_a": 4.9,
  "total_charge": 2,
  "homo_energy_ev": -18.39,
  "smiles": "[NH2+]=C1/N=C\\[C@H](F)C(=[NH2+])OCCON1",
  "multiplicity": 1,
  "symbols": ["C", "C", "C", "C", "C", "C", "N", "N", "N", "N", "O", "O", "F", "H", "H", "H", "H", "H", "H", "H", "H", "H", "H", "H"],
  "coordinates": [[-1.000, 1.677, -1.270], [-0.624, 1.414, 1.046], [1.307, -1.596, 0.386], [0.755, -1.348, 1.805], [-1.179, 0.254, -1.692], [0.136, -0.492, -1.536], [-0.801, 2.047, -0.120], [0.605, 0.903, 1.258], [-1.600, 1.329, 1.936], [0.962, -0.551, -2.499], [0.256, -1.014, -0.407], [0.924, -0.077, 2.224], [-2.005, -0.439, -0.810], [-0.999, 2.452, -2.079], [2.270, -1.211, 0.283], [1.561, -2.613, 0.244], [-0.326, -1.450, 1.634], [1.193, -1.906, 2.591], [-1.559, 0.210, -2.697], [-2.463, 1.591, 1.709], [-1.448, 0.953, 2.839], [1.415, 1.320, 0.870], [0.847, -0.231, -3.416], [1.774, -1.222, -2.299]]
}



{
  "formula": "C6H11FO3P",
  "method": "ωB97M-V/def2-TZVPD",
  "largest_force_ev_per_a": 2.6,
  "total_charge": -1,
  "homo_energy_ev": -3.25,
  "multiplicity": 1,
  "symbols": ["C", "C", "C", "C", "C", "C", "O", "O", "O", "F", "P", "H", "H", "H", "H", "H", "H", "H", "H", "H", "H", "H"],
  "coordinates": [[1.157, 0.123, -2.567], [-1.826, -1.706, -0.616], [1.939, 1.093, 0.906], [-0.501, 2.259, -0.434], [-0.402, -1.984, -0.141], [0.665, -1.067, -0.719], [0.617, -1.005, -2.141], [1.464, 0.285, -3.729], [1.297, 1.038, -1.640], [-0.477, 0.852, 1.801], [0.457, 0.672, -0.075], [-2.053, -0.657, -0.433], [-2.551, -2.314, -0.076], [-1.920, -1.905, -1.682], [2.826, 1.030, 0.283], [1.813, 2.096, 1.308], [1.994, 0.386, 1.726], [-1.136, 2.068, -1.298], [-1.099, 2.579, 0.407], [0.235, 3.013, -0.704], [-0.355, -1.830, 0.941], [-0.139, -3.025, -0.353]]
}



Number 1: gap between HOMO and LUMO 8.56 eV, DFT total energy -37943.94868 eV. Number 2: gap between HOMO and LUMO 9.23 eV, DFT total energy -26798.25686 eV. Number 3: gap between HOMO and LUMO 10.73 eV, DFT total energy -9114.83703 eV. Number 4: gap between HOMO and LUMO 10.35 eV, DFT total energy -13324.51441 eV. Number 5: gap between HOMO and LUMO 9.85 eV, DFT total energy -19152.51587 eV. Number 6: gap between HOMO and LUMO 7.01 eV, DFT total energy -24550.28339 eV.